a | ORCA calculation (ωB97M-V with the def2-TZVPD basis set) on a 2-piece molecular cluster, C2H7N3S overall.

Computed properties:
Highest occupied orbital energy (spin up / spin down), eV: -8.94 / -8.93
Frontier orbital gap (spin up / spin down), eV: 6.449 / 6.464

Last column: Mulliken charge in e.
Cartesian coordinates (Å):
N  0.41  0.40  1.59  0.3566
C  -0.10  0.02  -1.44  -0.6369
S  3.08  -0.69  0.81  -0.0835
H  -1.46  -0.17  0.76  0.3702
N  0.23  0.78  2.74  -0.7208
H  0.78  0.67  -1.38  0.2410
C  -0.44  -0.60  0.90  -0.8027
H  -1.00  0.63  -1.14  0.2729
N  -0.03  -1.06  -0.41  -0.2531
H  1.04  1.49  2.90  0.2621
H  -0.71  -1.35  1.52  0.4753
H  -0.11  -0.24  -2.53  0.2795
H  0.86  -1.55  -0.42  0.2394

***

b | ORCA calculation (ωB97M-V with the def2-TZVPD basis set) on one molecule with the formula C2H7N3S.

Computed properties:
Highest occupied orbital energy, eV: -8.65
Frontier orbital gap, eV: 9.355
SMILES: CN(S)/C=N\N

Last column: Mulliken charge in e.
Cartesian coordinates (Å):
N  0.38  -0.05  -0.13  -0.2561
H  0.87  1.82  -0.98  0.3093
N  -1.96  0.01  0.39  -0.4479
H  -1.14  -0.88  -1.11  0.3052
H  -2.91  -1.25  -0.78  0.2573
S  0.98  -1.65  0.15  -0.1184
C  1.35  1.01  -0.38  -0.8431
H  1.68  1.39  0.67  0.3260
H  -0.54  1.25  1.40  0.3144
H  1.69  -1.50  1.36  0.1266
H  2.26  0.51  -0.79  0.2615
C  -0.75  0.46  0.59  0.1280
N  -1.91  -1.11  -0.40  -0.3629

***

Computed stability ranking, most favorable first: b, a